No. 1
Below is a cluster of 2 separate species, C9H14O in total at a distorted geometry, with properties calculated with ωB97M-V/def2-TZVPD.

Its total charge is 0. As for the relative energy (zero: lowest compared OMol25 entry of this formula, charge and spin): 34.1 kcal per mole. Its SMILES is Cc1ccc(O)cc1.CC. The strongest force on any atom is 6.0 eV/Å. The value obtained for the total energy is -426.51837 a.u.

Geometry as XYZ:
```
24
Properties=species:S:1:pos:R:3:nbo_charge:R:1
C -0.35139 0.36694 -3.31558 -0.613
C -1.79131 0.10420 -3.04282 -0.618
H -0.09468 1.47022 -3.58335 0.206
H 0.21587 0.22507 -2.35845 0.205
H 0.06473 -0.27958 -4.08563 0.208
H -2.11243 -0.92024 -3.02247 0.209
H -2.39683 0.68253 -3.71788 0.210
H -2.03350 0.60606 -2.04615 0.195
C 1.23145 2.00683 2.30441 -0.627
C -0.35552 -0.69397 0.28879 -0.310
C 0.14496 0.55002 0.57721 -0.166
C -0.02220 -1.76574 1.10855 0.296
C 0.83941 0.71194 1.81123 -0.100
C 0.70279 -1.65440 2.29544 -0.245
C 1.20882 -0.38438 2.57085 -0.180
O -0.26979 -3.08688 1.00067 -0.682
H -0.94392 -0.74623 -0.66135 0.224
H -0.11381 1.42175 -0.04971 0.214
H -0.97937 -3.35813 0.36999 0.482
H 0.99089 -2.57749 2.83498 0.232
H 1.79211 2.68721 1.54074 0.215
H 2.00040 2.02126 3.17067 0.218
H 1.89088 -0.16332 3.36417 0.207
H 0.38246 2.77634 2.64570 0.220
```

---

No. 2
Below is a structure of composition C5H12O3Y at a distorted geometry, with properties calculated with ωB97M-V/def2-TZVPD.

Its total charge is +1. As for the relative energy (zero: lowest compared OMol25 entry of this formula, charge and spin): 92.8 kcal per mole. The strongest force on any atom is 4.7 eV/Å. The value obtained for the total energy is -461.23916 a.u.

Geometry as XYZ:
```
21
Properties=species:S:1:pos:R:3:nbo_charge:R:1
C 2.51872 2.20685 1.34903 -0.243
O 1.71991 1.36382 2.14534 -0.686
H 2.59313 1.81621 0.31993 0.160
H 2.07627 3.21133 1.23778 0.169
H 3.51800 2.25359 1.79496 0.211
H 0.57256 1.13815 2.83782 0.443
C 0.00268 1.26686 1.54030 0.069
O -0.23055 0.49015 0.45591 -0.633
C -0.05635 -0.93037 0.57154 -0.096
C -1.04289 -1.61927 -0.33281 -0.095
O -1.00259 -1.00214 -1.60654 -0.670
C -1.75281 -1.68462 -2.59799 -0.264
H -0.36366 2.28664 1.31678 0.182
H -0.22517 -1.24275 1.60914 0.237
H 0.97775 -1.16472 0.28834 0.213
H -2.06190 -1.54586 0.08253 0.203
H -0.76693 -2.68151 -0.42424 0.221
H -1.77734 -1.04414 -3.48812 0.207
H -1.26765 -2.64180 -2.83827 0.211
H -2.78217 -1.86303 -2.25336 0.205
Y -0.64900 1.38660 -2.00807 0.955
```

---

No. 3
Below is a cluster of 2 separate species, C4H6NOP in total at a distorted geometry, with properties calculated with ωB97M-V/def2-TZVPD.

Its total charge is 0. As for the relative energy (zero: lowest compared OMol25 entry of this formula, charge and spin): 60.2 kcal per mole. The strongest force on any atom is 5.3 eV/Å. The value obtained for the total energy is -627.23432 a.u.

Geometry as XYZ:
```
13
Properties=species:S:1:pos:R:3:nbo_charge:R:1
C 1.69769 0.52270 0.36491 -0.307
C 1.09379 -0.47182 -0.47806 -0.206
C 1.14884 1.74097 0.56970 0.162
C -0.07487 -0.19801 -1.13200 -0.549
N -2.19053 -0.54810 0.41496 -1.027
O 0.00126 2.18195 0.05557 -0.732
P -1.01803 1.29866 -0.92572 1.121
H 2.67441 0.09948 0.87427 0.237
H 1.46686 -1.38964 -0.60551 0.209
H 1.50836 2.47685 1.26346 0.195
H -0.60007 -1.01949 -1.70636 0.250
H -2.31962 -0.07992 1.21969 0.320
H -2.96718 -0.56584 -0.21408 0.327
```

---

No. 4
Below is a structure of composition C7H18HfI3OP2 at a distorted geometry, with properties calculated with ωB97M-V/def2-TZVPD.

Its total charge is +3. The strongest force on any atom is 7.5 eV/Å. The value obtained for the total energy is -1975.44586 a.u.

Geometry as XYZ:
```
32
Properties=species:S:1:pos:R:3:nbo_charge:R:1
I 2.84970 4.00120 -2.69435 0.202
I 3.70679 1.29708 -3.18841 0.069
Hf 0.34232 -1.02873 -0.20497 1.558
P 1.59406 -0.04330 1.81364 0.826
C 3.04697 1.03310 1.65071 -0.933
C 0.80662 0.81485 3.23398 -0.897
H 1.43041 0.74641 4.13241 0.294
H 2.73621 -1.22108 3.61957 0.311
H -0.17367 0.35760 3.44061 0.253
H 1.41320 -2.21266 2.90351 0.266
H 2.71995 2.05125 1.43376 0.272
H 0.65882 1.87674 2.99877 0.276
C 2.23748 -1.52671 2.68577 -0.934
H 3.57685 1.00523 2.60939 0.295
H 2.96529 -2.05494 2.06117 0.264
H 3.69994 0.67124 0.85162 0.264
P -1.49344 -0.33070 -1.86933 0.827
C -1.15795 0.64044 -3.36643 -0.933
C -2.12369 -1.93228 -2.51196 -0.934
H -3.43290 0.05725 -0.44757 0.253
H -3.85727 0.25759 -2.17498 0.294
H -2.96664 1.54184 -1.32875 0.275
C -3.09126 0.45475 -1.41625 -0.897
H -2.43055 -2.56951 -1.67706 0.266
H -2.97521 -1.75155 -3.18752 0.311
H -2.00232 0.48331 -4.04719 0.295
H -0.22981 0.30369 -3.83730 0.263
H -1.34212 -2.45587 -3.07229 0.264
H -1.08224 1.69654 -3.10245 0.272
C 0.90776 0.93319 -0.83382 0.290
O 0.92866 2.10185 -0.94277 -0.305
I -1.75567 -0.86172 1.53797 0.069
```

---

No. 5
Below is a structure of composition C32H50N7OP2Pt at a distorted geometry, with properties calculated with ωB97M-V/def2-TZVPD.

The expectation value of S² is 6.05. Its total charge is +3. Its spin multiplicity is 5. The strongest force on any atom is 6.8 eV/Å. The value obtained for the total energy is -2508.69689 a.u.

Geometry as XYZ:
```
93
Properties=species:S:1:pos:R:3:mulliken_spin:R:1
C -1.60759 -1.13527 -1.81844 -0.059
C -1.90677 1.11101 -1.22844 -0.078
C -2.77487 -1.11652 -2.57598 0.154
C -2.98351 1.22957 -2.14771 0.260
C -3.39507 0.11081 -2.83173 -0.034
H -3.11111 -2.04461 -3.03067 -0.002
H -3.53032 2.17279 -2.17811 0.005
H -4.26271 0.16096 -3.48624 0.004
N -1.08594 0.00618 -1.34073 0.192
P 0.90457 -1.99596 -1.32732 0.291
P -0.57740 2.21340 1.08689 0.611
C -0.88503 -2.41746 -1.48255 0.103
H -1.24924 -2.82034 -0.52465 0.019
H -1.07941 -3.20317 -2.22081 -0.005
C 2.28456 0.25814 0.72022 0.120
O 3.17015 0.42658 1.45416 0.050
C -1.81942 1.98642 -0.13570 0.431
H -2.59899 2.75109 -0.17049 -0.015
C -1.91173 2.52800 2.53102 0.131
C 0.61967 3.81612 0.99459 0.180
C 1.61157 -3.35843 -0.27290 0.047
C 1.46621 -2.02579 -3.13865 0.001
C -1.35632 1.77182 3.73792 0.061
H -0.37700 2.15033 4.05851 -0.001
H -2.05379 1.89148 4.57786 0.001
H -1.25152 0.70221 3.53925 -0.009
C -2.10823 4.00801 2.85372 0.040
H -1.21311 4.53260 3.19505 0.004
H -2.54534 4.54563 2.00453 0.000
H -2.84955 4.07749 3.66305 0.000
C -3.31335 2.02859 2.15080 0.050
H -3.90918 1.91203 3.06722 0.002
H -3.82520 2.71912 1.47092 0.003
H -3.29100 1.06495 1.64126 -0.029
C 1.26813 3.98874 2.37515 0.032
H 1.89070 3.11982 2.62828 -0.006
H 1.91638 4.87560 2.35126 0.005
H 0.55446 4.13387 3.19093 0.003
C 1.73427 3.59419 -0.02496 0.049
H 2.32188 2.69672 0.18623 0.002
H 1.34866 3.52765 -1.04908 0.001
H 2.41807 4.45699 0.00440 -0.001
C -0.17615 5.02394 0.52006 0.037
H -0.98029 5.32120 1.19331 0.002
H 0.50878 5.88047 0.44625 0.020
H -0.59772 4.83427 -0.47531 -0.006
C 2.99919 -2.07516 -3.15412 0.032
H 3.33286 -1.91245 -4.18983 0.001
H 3.40956 -1.26776 -2.53786 -0.011
H 3.40523 -3.03893 -2.81793 0.001
C 1.02885 -0.72145 -3.81365 0.027
H -0.06079 -0.62349 -3.88126 0.003
H 1.43684 0.13130 -3.26255 -0.021
H 1.44529 -0.71041 -4.83104 -0.001
C 0.85017 -3.19734 -3.91408 0.012
H 1.30625 -3.20608 -4.91370 0.006
H 1.03390 -4.17473 -3.45572 -0.001
H -0.23010 -3.06793 -4.05698 0.001
C 0.77532 -3.46187 1.01558 0.002
H -0.24015 -3.82780 0.82219 0.000
H 1.26683 -4.17641 1.69121 0.000
H 0.69655 -2.49170 1.52257 -0.002
C 3.05521 -2.98011 0.09321 0.041
H 3.09086 -2.01994 0.62203 -0.007
H 3.44725 -3.76421 0.75568 0.000
H 3.70766 -2.91147 -0.78607 0.000
C 1.57898 -4.68451 -1.03647 0.013
H 0.56333 -4.96554 -1.34774 0.000
H 2.24328 -4.68959 -1.91038 0.001
H 1.94071 -5.46838 -0.35663 0.005
Pt 0.67746 0.01118 -0.14915 0.924
N -0.72335 -0.51661 1.22065 0.153
C -1.93640 -0.48213 1.33475 0.031
C -2.78051 -1.34500 2.14342 -0.015
C -2.11648 -2.10374 3.12795 0.023
C -4.18247 -1.39417 2.02112 0.016
C -2.85310 -2.92356 3.98064 -0.006
H -1.02510 -2.02801 3.23144 0.000
C -4.90903 -2.19328 2.90818 -0.003
H -4.66304 -0.78322 1.24861 0.000
C -4.25218 -2.92488 3.90739 0.021
H -2.33016 -3.55623 4.69584 0.000
H -5.99454 -2.24722 2.80902 0.000
H -4.83620 -3.50895 4.61885 0.000
N 6.12171 1.08268 -1.63192 0.000
N 4.80043 1.49072 -1.61078 -0.003
N 4.38119 2.42370 -2.52493 0.014
C 3.09874 2.09097 -2.64509 0.012
N 2.73982 1.00930 -1.93709 0.061
N 3.84622 0.55871 -1.33416 -0.001
H 6.34636 0.59742 -0.76875 0.000
H 6.71334 1.87874 -1.83848 0.000
H 2.40303 2.65833 -3.24631 0.000
```